A cluster of 3 separate species, C17H16ClF16N2O3 in total at a distorted geometry. Source: OMol25; level of theory: ωB97M-V/def2-TZVPD.

```
55
Properties=species:S:1:pos:R:3:nbo_charge:R:1
Cl 10.14759 2.03782 2.13840 0.131
C 8.70742 1.17907 2.78164 0.011
C 8.66013 -0.32435 3.03652 -0.173
C 7.29625 -0.71558 3.54936 0.056
N 6.26709 0.18289 3.75537 -0.103
C 4.95021 -0.39537 4.22679 -0.257
C 3.97104 -0.51562 2.83570 0.042
C 2.55902 0.36342 2.93384 -0.164
O 3.83087 0.74504 2.04198 -0.536
N 6.23174 1.49076 3.60812 -0.091
C 7.45087 1.93570 3.12909 0.003
H 9.51476 -1.02819 2.83749 0.294
H 7.11990 -1.81755 3.77398 0.269
H 4.40412 0.29201 4.93733 0.272
H 5.06433 -1.46213 4.59658 0.244
H 3.92541 -1.56189 2.28121 0.243
H 2.66537 1.38110 3.44688 0.248
H 1.83100 0.18437 2.07498 0.247
H 7.50010 3.06508 2.94781 0.261
C 1.02024 -1.15108 -1.34154 -0.138
C 0.48391 -2.09885 -0.24467 0.597
C 0.40568 -3.58246 -0.61244 0.519
F -0.40920 -3.82217 -1.65147 -0.309
F -0.09128 -4.29664 0.43054 -0.323
F -0.71105 -1.63681 0.18795 -0.306
F 1.33691 -1.98851 0.82305 -0.346
O 0.05946 -0.44199 -2.13553 -0.508
C -0.49349 -1.10528 -3.25256 0.847
C -2.00039 -1.35782 -3.10452 0.498
F -2.28332 -2.07290 -1.99436 -0.321
F -2.47585 -2.06398 -4.15534 -0.314
F 0.20651 -2.22736 -3.50148 -0.319
F -0.28534 -0.29445 -4.31062 -0.311
H 1.55386 -0.35646 -0.81207 0.221
H 1.78251 -1.62801 -1.96306 0.212
H 1.39490 -3.98412 -0.84864 0.140
H -2.54874 -0.41533 -3.04394 0.165
C -6.87167 1.84616 -0.42069 -0.140
C -7.21183 0.54419 -1.18013 0.595
C -6.06240 -0.44578 -1.37956 0.519
F -5.04397 0.07067 -2.09351 -0.329
F -6.49259 -1.53245 -2.06888 -0.319
F -7.79069 0.86440 -2.36025 -0.308
F -8.17428 -0.09378 -0.45244 -0.323
O -6.59310 3.01898 -1.20219 -0.507
C -5.28215 3.19095 -1.69069 0.846
C -5.20991 3.13648 -3.22321 0.500
F -5.70038 1.97844 -3.70982 -0.315
F -3.92532 3.22650 -3.64604 -0.323
F -4.45703 2.30990 -1.09401 -0.322
F -4.88434 4.41331 -1.27544 -0.317
H -7.77705 2.11255 0.13106 0.234
H -6.11478 1.68839 0.35173 0.207
H -5.67059 -0.79576 -0.42086 0.144
H -5.78044 3.95449 -3.66741 0.158
```

* max |F|: 5.5 eV/Å
* charge: +1
* energy above the lowest of the compared OMol25 structures with the same formula, charge and spin: 85.80 kcal per mole
* electronic energy: -83000.1392 eV
* Kohn-Sham gap: 7.55 eV